[1]
This record from OMol25 describes C5H7N in the gas phase. The level of theory is ωB97M-V/def2-TZVPD.

```
13
Properties=species:S:1:pos:R:3
C -1.336 -0.085 -0.225
C -0.797 1.021 0.220
C 0.754 0.721 0.382
C 0.461 -0.820 1.021
C -0.120 -0.932 -0.479
N 0.954 0.105 -0.928
H -2.342 -0.694 -0.141
H -0.990 2.083 0.682
H 1.549 1.544 0.408
H 1.408 -1.197 1.069
H -0.341 -0.897 1.792
H -0.362 -1.917 -1.142
H 0.622 0.910 -1.693
```

Values from the calculation:
structure (SMILES)	C1=C[C@H]2C[C@@H]1N2
energy relative to the best compared isomer or geometry (same formula, charge and spin)	119.0	kcal per mole
total charge	0

=====

[2]
This record from OMol25 describes C21H57NbO12P3 as an isolated structure. The level of theory is ωB97M-V/def2-TZVPD.

```
94
Properties=species:S:1:pos:R:3
C 1.769 2.803 2.054
C 1.126 4.225 1.552
C -0.229 4.690 2.380
Nb -1.849 3.129 1.886
H 1.145 2.233 2.864
H 1.871 2.097 1.125
H 2.838 3.038 2.527
H 1.904 5.094 1.661
H 0.766 4.073 0.424
H -0.621 5.744 1.984
H 0.019 4.775 3.520
H -1.380 2.084 3.285
H -3.112 4.029 2.860
H -2.234 4.159 0.404
H -0.665 2.208 0.812
H -3.128 1.947 1.397
O -6.430 4.262 4.956
P -7.870 4.283 4.387
O -7.502 3.385 3.045
C -7.419 1.979 3.196
C -8.786 1.364 3.427
O -7.720 5.787 3.677
C -6.787 6.724 4.203
C -5.444 6.611 3.499
O -9.478 4.307 3.751
C -10.482 4.538 4.732
C -10.332 5.890 5.403
H -6.737 1.730 4.015
H -6.990 1.577 2.273
H -9.192 1.669 4.395
H -8.728 0.271 3.413
H -9.497 1.690 2.659
H -6.690 6.605 5.287
H -7.195 7.728 4.038
H -5.116 5.571 3.384
H -4.673 7.159 4.047
H -5.511 7.023 2.490
H -10.445 3.735 5.473
H -11.452 4.483 4.227
H -9.403 5.947 5.984
H -11.168 6.078 6.085
H -10.295 6.694 4.659
O 0.164 -0.233 -4.417
P 1.608 -0.563 -3.966
O 1.378 -2.204 -3.959
C 1.447 -2.884 -5.200
C 2.867 -2.926 -5.731
O 1.313 -0.306 -2.343
C 0.268 0.576 -1.949
C -1.035 -0.179 -1.739
O 3.221 -0.933 -3.463
C 4.166 0.087 -3.760
C 3.850 1.390 -3.051
H 0.775 -2.412 -5.922
H 1.091 -3.905 -5.031
H 3.210 -1.925 -6.006
H 2.930 -3.562 -6.620
H 3.558 -3.309 -4.973
H 0.155 1.389 -2.674
H 0.567 1.045 -1.005
H -1.242 -0.891 -2.546
H -1.876 0.515 -1.663
H -0.986 -0.767 -0.819
H 4.197 0.236 -4.842
H 5.149 -0.275 -3.443
H 2.904 1.820 -3.407
H 4.640 2.127 -3.225
H 3.743 1.234 -1.972
O 4.619 -6.703 -2.142
P 5.909 -6.015 -1.633
O 5.986 -4.927 -2.880
C 5.161 -3.778 -2.802
C 5.640 -2.821 -1.728
O 6.943 -7.151 -2.286
C 6.481 -8.479 -2.508
C 5.930 -8.638 -3.917
O 7.350 -5.246 -1.065
C 7.575 -5.404 0.330
C 7.755 -6.858 0.725
H 4.123 -4.075 -2.624
H 5.203 -3.282 -3.777
H 5.511 -3.256 -0.734
H 5.078 -1.883 -1.764
H 6.707 -2.598 -1.849
H 5.745 -8.764 -1.749
H 7.334 -9.154 -2.379
H 5.272 -7.810 -4.206
H 5.374 -9.574 -4.011
H 6.747 -8.645 -4.643
H 6.741 -4.957 0.877
H 8.480 -4.841 0.581
H 6.835 -7.433 0.558
H 8.017 -6.941 1.784
H 8.542 -7.332 0.127
```

Values from the calculation:
total charge	-1

=====

[3]
This record from OMol25 describes C16H15ClIrN4O3S as an isolated structure. The level of theory is ωB97M-V/def2-TZVPD.

```
41
Properties=species:S:1:pos:R:3
Ir -0.022 -0.624 0.312
N 3.342 -3.239 0.085
C 2.450 -2.253 0.071
S 0.741 -2.740 0.061
N 2.880 -1.020 0.049
N 1.861 -0.118 0.074
C 2.133 1.132 -0.017
C 1.004 2.052 0.033
C 1.142 3.425 0.113
C -0.001 4.209 0.150
C -1.241 3.600 0.076
C -1.305 2.220 0.002
N -0.212 1.458 -0.006
H 3.050 -4.200 0.083
H 4.326 -3.021 0.075
H 3.159 1.455 -0.135
H 2.129 3.864 0.148
H 0.079 5.285 0.223
H -2.153 4.178 0.076
H -2.250 1.705 -0.086
C -2.667 -2.505 -1.531
C -2.500 -3.226 -0.224
C -2.650 -4.604 -0.140
C -2.551 -5.258 1.079
Cl -2.745 -6.974 1.137
C -2.299 -4.556 2.245
C -2.138 -3.180 2.185
C -2.233 -2.550 0.959
O -2.050 -1.146 0.832
C -2.374 -0.345 1.991
C -1.152 -0.065 2.853
O -1.226 0.163 4.025
O -0.002 -0.029 2.183
H -2.688 -3.213 -2.356
H -1.859 -1.796 -1.723
H -3.600 -1.938 -1.541
H -2.864 -5.174 -1.034
H -2.221 -5.075 3.189
H -1.907 -2.634 3.090
H -3.174 -0.807 2.561
H -2.722 0.608 1.603
```

Values from the calculation:
energy relative to the best compared isomer or geometry (same formula, charge and spin)	0.0	kcal per mole
total charge	+1

=====

[4]
This record from OMol25 describes C7H9IN3 as an isolated structure. The level of theory is ωB97M-V/def2-TZVPD.

```
20
Properties=species:S:1:pos:R:3
C 0.314 2.297 -0.439
C 0.810 1.213 0.164
C -1.032 2.393 -0.938
C 0.541 -2.023 -0.384
C 0.539 -2.307 1.049
C 0.002 0.084 0.682
C -1.062 -0.502 -0.332
N -1.431 1.410 -1.638
N -0.529 -1.557 -0.916
N 0.922 -0.939 1.173
I -3.056 -0.409 0.158
H 0.859 3.139 -0.645
H 1.887 1.151 0.456
H -1.771 3.167 -0.884
H 1.396 -2.180 -0.946
H -0.443 -2.579 1.691
H 1.346 -2.958 1.424
H -0.595 0.541 1.492
H 1.848 -0.639 0.789
H -0.546 0.699 -1.956
```

Values from the calculation:
energy relative to the best compared isomer or geometry (same formula, charge and spin)	104.1	kcal per mole
total charge	+1

=====

[5]
This record from OMol25 describes a 4-piece molecular cluster, C22H43O15P overall. The level of theory is ωB97M-V/def2-TZVPD.

```
81
Properties=species:S:1:pos:R:3
C -2.570 -1.705 4.402
C -2.823 -0.264 4.789
O -3.015 0.005 5.894
O -2.886 0.732 3.872
C -2.267 0.451 2.614
C -1.868 1.786 1.940
P -0.038 2.144 1.966
C 0.076 3.730 2.940
C 0.682 3.482 4.324
O -0.140 2.600 5.089
C 0.565 1.782 5.876
O 0.043 1.090 6.627
O 0.746 1.054 2.960
C 1.302 -0.036 2.234
C 1.901 -0.988 3.266
C 2.716 -2.112 2.624
O 2.799 -0.203 4.059
H -1.512 -1.952 4.491
H -3.088 -2.371 5.078
H -2.882 -1.884 3.371
H -1.391 -0.189 2.673
H -3.032 0.010 1.954
H -2.388 2.559 2.512
H -2.282 1.838 0.938
H -0.917 4.140 3.124
H 0.720 4.459 2.455
H 1.704 3.122 4.196
H 0.736 4.435 4.858
H 1.662 1.771 5.792
H 2.061 0.319 1.532
H 0.544 -0.566 1.645
H 1.080 -1.331 3.900
H 2.634 -3.002 3.248
H 2.411 -2.359 1.608
H 3.762 -1.821 2.662
H 2.578 -0.315 4.989
C -2.120 -2.938 -3.854
C -1.377 -2.264 -2.720
O -2.178 -1.261 -2.077
C -3.126 -1.717 -1.259
O -3.357 -2.871 -1.005
O -3.792 -0.662 -0.773
C -4.906 -1.006 0.054
H -2.490 -2.195 -4.563
H -1.465 -3.635 -4.380
H -2.983 -3.493 -3.487
H -0.505 -1.744 -3.114
H -1.019 -2.988 -1.987
H -4.607 -1.675 0.860
H -5.691 -1.462 -0.547
H -5.286 -0.085 0.489
C 3.326 9.773 -1.646
C 2.602 9.688 -0.318
O 2.076 8.375 -0.081
C 2.970 7.454 0.282
O 4.151 7.628 0.437
O 2.325 6.291 0.432
C 3.179 5.185 0.732
H 2.675 9.439 -2.457
H 3.643 10.797 -1.844
H 4.208 9.134 -1.656
H 1.742 10.357 -0.328
H 3.242 9.994 0.510
H 3.802 5.391 1.600
H 3.798 4.946 -0.131
H 2.540 4.333 0.953
C -2.068 -8.228 -6.158
C -0.884 -8.427 -5.235
O 0.363 -8.290 -5.930
C 0.727 -7.041 -6.222
O 0.116 -6.039 -5.949
O 1.881 -7.094 -6.894
C 2.344 -5.825 -7.360
H -2.001 -8.902 -7.014
H -3.002 -8.419 -5.628
H -2.098 -7.211 -6.548
H -0.896 -9.441 -4.839
H -0.918 -7.745 -4.384
H 2.408 -5.106 -6.546
H 1.686 -5.452 -8.144
H 3.337 -5.980 -7.774
```

Values from the calculation:
structure (SMILES)	CC(=O)OCCP(CCOC=O)OC[C@@H](C)O.CCOC(=O)OC.CCOC(=O)OC.CCOC(=O)OC
total charge	0

=====

[6]
This record from OMol25 describes C12H29BeN3O5 as an isolated structure. The level of theory is ωB97M-V/def2-TZVPD.

```
50
Properties=species:S:1:pos:R:3
Be 2.596 0.079 1.827
C -3.319 -0.913 0.238
C -4.542 -0.105 0.819
C -5.524 -1.094 1.362
O -3.976 0.743 1.769
H -3.667 -1.613 -0.528
H -2.870 -1.578 0.978
H -2.588 -0.198 -0.133
H -5.134 0.510 0.130
H -5.721 -1.946 0.707
H -6.509 -0.640 1.515
H -5.326 -1.487 2.363
C -0.363 -0.408 -1.868
C 0.105 -1.189 -0.647
C 0.424 -2.644 -0.992
O 1.174 -0.593 0.023
H -1.397 -0.723 -2.006
H 0.199 -0.601 -2.785
H -0.170 0.621 -1.570
H -0.719 -1.089 0.072
H -0.133 -2.988 -1.867
H 0.248 -3.343 -0.173
H 1.463 -2.741 -1.313
O 0.939 1.568 2.805
C -0.307 1.658 2.694
N -1.053 0.895 1.919
C -1.042 2.826 3.374
H -0.655 0.204 1.301
H -2.065 0.919 2.065
H -2.005 2.427 3.696
H -1.147 3.722 2.772
H -0.477 2.926 4.301
O 4.143 -0.662 0.283
C 4.722 -1.570 -0.360
N 5.563 -1.167 -1.307
C 4.195 -2.947 -0.159
H 6.008 -1.830 -1.918
H 5.827 -0.197 -1.237
H 4.251 -3.151 0.914
H 4.734 -3.791 -0.589
H 3.125 -2.989 -0.352
O 1.103 4.139 -0.893
C 1.285 3.161 -1.600
N 2.150 2.184 -1.235
C 0.621 3.043 -2.903
H 2.770 2.262 -0.447
H 1.854 1.231 -1.411
H 0.999 2.345 -3.648
H 0.597 4.047 -3.322
H -0.385 2.689 -2.661
```

Values from the calculation:
total charge	0

=====

[7]
This record from OMol25 describes C30H49Cl3LuN3O4Si as an isolated structure. The level of theory is ωB97M-V/def2-TZVPD.

```
91
Properties=species:S:1:pos:R:3
C -3.184 3.927 -4.508
C -2.346 4.302 -5.691
H -3.274 4.791 -3.839
H -2.713 3.096 -3.967
H -4.207 3.631 -4.795
C -2.637 5.395 -6.443
C -3.684 6.402 -6.114
H -2.088 5.608 -7.359
H -3.631 6.717 -5.064
H -4.705 6.058 -6.319
H -3.545 7.302 -6.724
Lu -0.156 1.316 -2.201
Cl -2.126 0.293 -3.095
C 2.094 -0.370 -3.853
O 1.604 0.566 -3.128
N 3.393 -0.455 -4.046
C 4.320 0.433 -3.341
C 3.923 -1.359 -5.053
H 1.444 -1.111 -4.346
H 4.175 0.337 -2.254
H 4.174 1.478 -3.654
H 5.322 0.096 -3.620
H 3.381 -2.306 -5.008
H 4.980 -1.517 -4.848
H 3.821 -0.949 -6.067
H 2.724 -1.892 0.504
H 0.923 -2.734 2.598
C 2.412 -0.993 1.053
C 0.589 -1.689 2.590
N 0.979 -1.049 1.337
H 2.679 -0.097 0.486
C 0.088 -0.550 0.500
O 0.414 0.049 -0.572
H -0.501 -1.649 2.700
H -0.979 -0.700 0.741
H 2.923 -0.988 2.020
H 1.075 -1.157 3.421
H -2.611 4.242 2.610
H -1.757 5.069 -0.922
C -1.615 4.621 2.347
C -1.173 5.311 -0.024
N -1.238 4.245 0.981
H -0.900 4.260 3.093
C -0.973 2.988 0.640
O -0.770 2.642 -0.579
H -0.135 5.507 -0.313
H -0.915 2.271 1.469
H -1.651 5.713 2.396
H -1.581 6.208 0.444
O -0.499 3.111 -4.593
C -1.157 3.373 -5.925
C 0.244 5.178 -7.216
C -0.221 3.858 -7.071
H -0.036 5.945 -6.489
C 1.030 5.574 -8.303
H -1.541 2.369 -6.205
C 0.089 2.965 -8.124
H 1.374 6.611 -8.369
C 1.371 4.670 -9.304
C 0.878 3.356 -9.217
H -0.317 1.944 -8.119
H 2.015 4.988 -10.125
H 1.113 2.634 -10.008
Si 0.883 4.319 -4.167
Cl -0.328 6.007 -3.960
C 2.283 5.527 -4.810
C 1.982 3.005 -5.119
C 1.411 3.994 -2.340
H 2.605 5.333 -5.842
H 3.115 5.397 -4.105
H 1.974 6.581 -4.740
H 2.186 4.759 -2.170
H 1.882 3.012 -2.123
H 0.647 4.194 -1.574
H 1.921 3.200 -6.193
H 1.644 1.977 -4.989
H 3.044 2.994 -4.864
Cl 1.291 -4.635 0.204
C -0.351 -4.546 0.679
C -0.770 -5.149 1.853
C -2.069 -4.935 2.329
C -2.972 -4.165 1.583
C -2.594 -3.609 0.368
C -1.246 -3.751 -0.135
C -0.834 -3.062 -1.262
H -0.059 -5.740 2.433
H -2.357 -5.328 3.301
H -3.977 -4.010 1.986
H -3.297 -3.047 -0.255
H -1.540 -2.408 -1.764
H 0.091 -3.307 -1.760
```

Values from the calculation:
energy relative to the best compared isomer or geometry (same formula, charge and spin)	117.7	kcal per mole
total charge	0

=====

[8]
This record from OMol25 describes C27H46AsIrN2O2S2Se2Si2 as an isolated structure. The level of theory is ωB97M-V/def2-TZVPD.

```
85
Properties=species:S:1:pos:R:3
Ir 0.064 -1.167 0.572
C 0.487 -0.547 -2.691
N -0.345 -1.516 -1.966
C -1.766 -1.212 -2.204
C -2.685 -1.831 -1.169
N -2.547 -1.185 0.143
C -3.099 0.175 0.131
C -3.207 -1.938 1.190
C -4.498 -2.419 0.996
C -5.185 -3.072 2.006
C -4.573 -3.240 3.241
C -3.291 -2.762 3.445
C -2.579 -2.106 2.430
S -0.977 -1.502 2.803
C -0.026 -2.884 -2.356
C 0.202 -3.182 -3.698
C 0.534 -4.460 -4.114
C 0.657 -5.466 -3.162
C 0.420 -5.185 -1.830
C 0.048 -3.902 -1.394
S -0.340 -3.665 0.291
H 0.222 -0.481 -3.753
H 0.350 0.431 -2.242
H 1.531 -0.837 -2.592
H -1.870 -0.125 -2.196
H -2.067 -1.570 -3.196
H -3.715 -1.756 -1.544
H -2.440 -2.885 -1.048
H -4.122 0.189 -0.274
H -3.124 0.546 1.155
H -2.470 0.846 -0.451
H -4.987 -2.274 0.040
H -6.187 -3.444 1.828
H -5.095 -3.744 4.046
H -2.801 -2.894 4.402
H 0.124 -2.397 -4.441
H 0.705 -4.662 -5.164
H 0.940 -6.468 -3.461
H 0.524 -5.958 -1.079
O 5.863 1.383 0.768
C 5.643 0.307 1.685
C 4.182 -0.133 1.623
C 4.046 -1.310 2.599
O 4.811 -2.443 2.213
C 3.843 -0.523 0.174
Se 2.499 -1.940 -0.092
C 3.312 1.032 2.076
Se 1.415 0.614 2.361
H 6.804 1.576 0.748
H 5.878 0.626 2.709
H 6.271 -0.554 1.445
H 2.994 -1.578 2.696
H 4.410 -1.000 3.584
H 4.333 -2.837 1.466
H 4.736 -0.903 -0.322
H 3.509 0.354 -0.378
H 3.362 1.844 1.354
H 3.651 1.411 3.043
C -2.631 3.437 0.839
Si -1.043 2.826 1.678
C 0.015 4.352 2.017
C -1.548 2.151 3.356
As 0.273 1.420 0.314
Si 0.040 3.249 -1.766
C 1.812 3.840 -1.493
C 0.003 2.709 -3.583
C -1.026 4.817 -1.755
H -2.785 4.498 1.061
H -3.502 2.887 1.204
H -2.590 3.323 -0.246
H -0.453 4.997 2.768
H 0.173 4.937 1.106
H 0.996 4.042 2.390
H -2.502 2.578 3.683
H -0.785 2.383 4.103
H -1.646 1.062 3.333
H 2.498 2.992 -1.581
H 1.928 4.246 -0.484
H 2.108 4.608 -2.218
H 0.757 1.948 -3.795
H 0.219 3.586 -4.204
H -0.971 2.312 -3.883
H -1.099 5.261 -0.759
H -2.043 4.615 -2.103
H -0.572 5.552 -2.429
```

Values from the calculation:
energy relative to the best compared isomer or geometry (same formula, charge and spin)	22.6	kcal per mole
total charge	-1
2S+1	6

=====

Taking the records one at a time from the top gives energy values of -249.2835; -2817.8005; -2025.9624; -733.6471; -2334.0313; -1029.6147; -4543.4306; -9834.7793 hartree.